A structure of composition C35H52FeSb2, computed with the ωB97M-V functional and the def2-TZVPD basis.

charge = +1
highest occupied orbital energy (alpha / beta) = -10.07 / -11.02 eV
spin multiplicity = 6
gap between HOMO and LUMO (alpha / beta) = 7.5 / 6.5 eV
electronic energy = -84591.5474 eV
LUMO level (alpha / beta) = -2.537 / -4.510 eV
ΔE to the lowest compared entry with this formula, charge and spin = 68.8 kJ/mol

Geometry (Å):
Fe (0.4451, 0.4268, -0.0533)
C (2.1035, -0.2141, 3.9858)
Sb (0.3882, -0.3855, 2.7338)
C (-0.0228, -2.4464, 3.1049)
C (-1.0231, 0.6184, 4.0094)
H (1.8519, -0.5263, 4.9990)
H (2.4472, 0.8201, 4.0011)
H (2.9025, -0.8459, 3.5992)
H (-0.1568, -2.6083, 4.1742)
H (0.8337, -3.0270, 2.7566)
H (-0.9137, -2.7727, 2.5748)
H (-1.6043, -0.0882, 4.6020)
H (-1.6999, 1.2233, 3.4078)
H (-0.4704, 1.2712, 4.6860)
C (7.2642, 1.3676, 0.2366)
C (6.4414, 2.2631, 0.9056)
C (5.0978, 1.9730, 1.0703)
C (4.5601, 0.7815, 0.5770)
C (5.3961, -0.1089, -0.1073)
C (6.7383, 0.1840, -0.2707)
C (3.1302, 0.5380, 0.8000)
C (2.3923, -0.4976, 0.3782)
C (2.6651, -1.8484, -0.0259)
C (2.3399, -2.3234, -1.3098)
C (2.5842, -3.6386, -1.6590)
C (3.1302, -4.5202, -0.7343)
C (3.4544, -4.0709, 0.5432)
C (3.2323, -2.7528, 0.8944)
H (8.3146, 1.5931, 0.1040)
H (6.8464, 3.1872, 1.2955)
H (4.4490, 2.6747, 1.5836)
H (4.9943, -1.0270, -0.5150)
H (7.3796, -0.5090, -0.7999)
H (2.6248, 1.3591, 1.3091)
H (1.9321, -1.6330, -2.0348)
H (2.3503, -3.9818, -2.6595)
H (3.3124, -5.5509, -1.0086)
H (3.8939, -4.7530, 1.2599)
H (3.5036, -2.3940, 1.8809)
C (-3.3644, -1.4127, 1.7793)
C (-3.8862, -0.4920, 0.6787)
C (-4.3393, 0.8285, 1.3044)
C (-5.0703, -1.1663, -0.0106)
Sb (-2.2120, -0.0355, -0.6723)
C (-2.9720, 1.5161, -2.0326)
C (-4.3945, 1.2450, -2.5188)
C (-2.0331, 1.6352, -3.2362)
C (-2.9262, 2.8434, -1.2627)
C (-1.8071, -1.8530, -1.8600)
C (-1.1212, -2.8184, -0.8878)
C (-3.0085, -2.5434, -2.4996)
C (-0.8083, -1.4711, -2.9558)
H (-4.1672, -1.5957, 2.5033)
H (-2.5311, -0.9637, 2.3224)
H (-3.0508, -2.3831, 1.3905)
H (-5.0449, 0.6125, 2.1148)
H (-4.8561, 1.4626, 0.5847)
H (-3.5099, 1.4000, 1.7299)
H (-5.8682, -1.2966, 0.7305)
H (-4.8169, -2.1537, -0.3878)
H (-5.4768, -0.5797, -0.8292)
H (-4.5072, 0.2592, -2.9736)
H (-4.6475, 1.9899, -3.2812)
H (-5.1250, 1.3455, -1.7161)
H (-2.2288, 0.8660, -3.9822)
H (-0.9819, 1.6034, -2.9511)
H (-2.2094, 2.6040, -3.7165)
H (-3.5290, 2.8275, -0.3553)
H (-3.3281, 3.6314, -1.9107)
H (-1.9053, 3.1201, -0.9950)
H (-1.7695, -3.1042, -0.0576)
H (-0.1997, -2.4029, -0.4663)
H (-0.8386, -3.7350, -1.4198)
H (-3.6566, -3.0057, -1.7579)
H (-2.6523, -3.3425, -3.1603)
H (-3.6077, -1.8597, -3.1026)
H (-0.0099, -0.8163, -2.5879)
H (-1.2864, -0.9641, -3.7899)
H (-0.3359, -2.3817, -3.3444)
C (0.6683, 5.2391, -0.5065)
C (1.0832, 4.4538, -1.5751)
C (1.0439, 3.0670, -1.4767)
C (0.5718, 2.4303, -0.3248)
C (0.1719, 3.2465, 0.7425)
C (0.2162, 4.6342, 0.6596)
H (0.7026, 6.3187, -0.5805)
H (1.4430, 4.9212, -2.4832)
H (1.3863, 2.4813, -2.3249)
H (-0.2081, 2.7971, 1.6599)
H (-0.1044, 5.2404, 1.4984)

Mulliken atomic charge list, values in e, 5 entries: atom 1 (Fe): -0.3364, atom 2 (C): -1.2423, atom 3 (Sb): 0.5922, atom 4 (C): -1.1667, atom 5 (C): -1.3302